Entry from the Open Molecules 2025 dataset: C45H45CsN9O2P2S2 as an isolated structure (ωB97M-V/def2-TZVPD).

Last column: Mulliken charge in e.
Cartesian coordinates (Å):
H (-5.1549, -8.4466, 3.8432)  0.38
H (-3.5125, 1.8704, -0.7012)  0.42
C (-3.5936, 2.0800, -2.8528)  -0.71
H (4.9014, 5.0505, -2.5939)  0.44
C (-0.1624, 7.4276, 0.4384)  -0.52
H (-1.4797, -4.1963, -5.3244)  0.48
H (-0.3204, -3.6524, -4.1335)  0.23
H (3.2442, 1.8025, 4.1053)  0.53
C (-1.7751, 2.8488, -1.4523)  -0.06
H (1.2564, -3.5942, 5.4571)  0.29
H (-3.3944, 2.4482, -4.9614)  0.39
C (-1.1448, 3.3500, -2.5929)  -0.08
N (-0.7052, 0.2092, -2.4195)  0.65
N (-0.5119, -2.7828, 4.7671)  -0.11
C (-3.0161, 2.2362, -1.5929)  -0.41
C (0.8002, 6.6004, -0.1232)  -1.03
C (-1.3573, -4.7712, 1.6499)  -0.41
C (-0.4245, -0.5979, -3.4230)  0.35
H (-2.8976, -5.6089, 0.6749)  0.30
H (1.7194, 7.0197, -0.5152)  0.45
N (-1.2101, -3.9441, 4.9941)  -0.70
C (-2.9195, -6.1680, 2.7354)  -0.07
C (-2.3274, -3.7264, -3.3971)  -0.90
H (3.0163, -1.9442, 6.1942)  0.36
H (-1.2126, 3.6006, -4.7196)  0.43
C (-1.3344, 6.8779, 0.9431)  -0.60
C (5.2094, 3.0364, 2.6451)  -0.53
H (-3.3459, -3.4896, -3.7232)  0.32
N (-2.4142, -5.6067, 1.5746)  0.02
H (-2.4300, -5.9984, 6.0754)  0.46
C (2.2310, 2.3290, -3.0825)  -0.44
C (3.9848, 3.6799, 2.5130)  -0.82
H (0.9821, -1.8396, -4.1138)  0.36
C (2.7759, 2.5152, -1.8108)  0.45
H (-4.3364, -7.4346, 1.7410)  0.43
C (3.7465, 3.5040, -1.6604)  -0.26
H (-0.2370, -3.8908, -1.6751)  0.33
H (-2.3613, -1.9446, -2.1477)  -0.25
H (1.4825, -0.7601, -2.8814)  -0.40
C (4.1472, 4.2861, -2.7393)  -0.81
C (3.2991, -0.0257, 5.2457)  -0.63
N (0.8459, -0.9469, -3.6693)  -0.08
H (-2.2948, -1.9955, -5.7666)  0.51
H (-2.3349, -0.6677, -3.9376)  0.34
H (-0.1713, 3.8185, -2.4990)  0.39
C (1.4736, -1.4928, 4.7747)  0.77
C (3.5900, 4.0916, -3.9922)  -0.64
H (1.4724, 1.5745, -3.2331)  0.53
H (4.6875, 0.4721, 0.4825)  0.40
H (1.3380, 4.5727, -0.6053)  0.29
H (6.4023, 1.3551, 2.0469)  0.41
C (2.7665, 0.8593, 4.3262)  -0.46
C (-1.5462, 5.5076, 0.8835)  -0.63
C (-2.8476, -6.3399, 5.1376)  -0.50
H (5.9635, 3.4338, 3.3142)  0.35
C (-3.9253, -7.1352, 2.6971)  -0.56
H (-2.0835, 7.5202, 1.3909)  0.38
H (-2.4477, 5.0649, 1.2896)  0.34
S (-2.1741, 2.3003, 1.5571)  -0.66
H (-4.1889, -7.7569, 6.0173)  0.38
H (0.0018, 8.4975, 0.4889)  0.36
H (-2.3369, -4.7934, -3.1657)  0.36
C (-0.5879, 4.6715, 0.3185)  -0.29
H (-0.3633, -2.3976, -1.0408)  -0.28
C (3.2799, 2.0222, 0.9039)  0.24
C (-2.0296, -2.9838, -2.0924)  1.78
C (0.5862, 5.2293, -0.1790)  0.18
C (0.5439, 2.0100, -0.0307)  0.22
H (3.9019, 4.7008, -4.8317)  0.37
C (-2.3845, -5.7547, 3.9617)  0.61
O (-3.1256, -4.7673, -0.8994)  -0.95
C (2.6426, -1.2252, 5.4757)  -0.60
H (2.0536, 3.6451, 1.5548)  0.05
H (3.7770, 4.5797, 3.0798)  0.41
C (-4.3751, -7.6961, 3.8745)  -0.36
N (-1.4221, -0.9659, -4.2413)  0.05
N (-0.8163, -4.3185, 2.7249)  -0.47
C (-2.9456, 2.5632, -3.9817)  -0.39
H (-0.5507, -1.9522, -5.8654)  0.31
H (-0.0104, 0.4704, -1.7112)  -0.81
H (-1.6208, 0.6292, -2.3352)  -0.21
C (-2.7263, -3.5781, -0.8421)  -0.51
Cs (-1.0104, -0.7781, 1.2697)  1.54
C (1.6044, 0.4947, 3.6551)  -0.23
H (4.2112, 0.2144, 5.7782)  0.43
C (-1.3849, -2.0861, -5.1716)  -1.22
C (4.4982, 1.3702, 1.0584)  -0.77
C (-1.4229, -4.6374, 3.9366)  0.57
H (2.1843, 2.9342, -5.1347)  0.43
O (-2.7036, -2.8281, 0.1608)  -0.62
H (-0.9373, -4.4903, 0.6910)  0.61
C (-1.7222, 3.2140, -3.8448)  -0.76
C (5.4566, 1.8710, 1.9308)  -0.67
S (2.3522, -0.4175, -0.8224)  -0.75
P (-0.8411, 2.8487, 0.1592)  0.79
N (0.9757, -0.6567, 3.8592)  -0.05
H (1.1724, 1.1551, 2.9067)  0.41
H (-4.5578, 1.5928, -2.9447)  0.43
C (-3.8315, -7.3084, 5.0997)  -0.67
C (0.7196, -2.7378, 5.0412)  -0.56
H (4.1998, 3.6764, -0.6928)  0.28
C (3.0203, 3.1641, 1.6574)  -0.01
N (-0.5766, -2.9515, -1.8632)  -0.32
C (2.6279, 3.1023, -4.1601)  -0.67
C (-1.3238, -3.4694, -4.5213)  -0.45
P (2.0550, 1.5525, -0.3892)  1.32

Computed properties:
energy: -105702.398 eV
lowest unoccupied orbital energy: 1.882 eV
orbital gap: 6.11 eV
molecular weight: 1002.90 g mol⁻¹
total charge: -1
HOMO level: -4.23 eV